This record from the Open Molecules 2025 dataset describes the molecule C2H5BrN2O2 in a non-equilibrium geometry. The level of theory is ωB97M-V with the def2-TZVPD basis set.

Values from the calculation:
* orbital gap: 10.485 eV
* calculated total energy: -79267.166 eV
* HOMO level: -10.2 eV
* energy above the lowest of the compared OMol25 structures with the same formula, charge and spin: 631.7 kJ/mol
* SMILES: C/N=[N+](\[O-])OCBr

The geometry in ORCA input format:
```
! wB97M-V def2-TZVPD RIJCOSX def2/J DEFGRID3
* xyz 0 1
C 1.970 -0.992 1.337
C -2.032 0.820 -1.239
N 0.620 -0.795 0.886
N 0.269 0.104 0.132
O 0.811 0.993 -0.368
O -1.364 0.078 -0.217
Br -2.619 0.018 -2.845
H 2.226 -0.103 1.834
H 2.105 -1.820 2.089
H 2.581 -1.081 0.481
H -1.640 1.813 -1.392
H -2.927 0.964 -0.698
*
```